[1]
Here is 2 unconnected molecules or ions with the total composition C4H8NO3 from the OMol25 dataset. Energies are from the ωB97M-V functional and the def2-TZVPD basis.

Atoms and positions in Å:
C: -1.6405 1.6069 1.5072
C: -1.9757 0.8481 0.1509
O: -1.1114 0.0958 -0.3611
O: -3.1548 0.9841 -0.2423
H: -0.7836 2.2740 1.4327
H: -1.2950 0.7058 2.0751
H: -2.5305 1.9245 2.0215
C: 1.6257 -1.5646 -1.5178
C: 2.0082 -0.8815 -0.2163
O: 2.7037 -1.4418 0.6108
N: 1.4517 0.3497 -0.0651
H: 1.2825 0.7418 0.8523
H: 0.5834 0.6707 -0.5637
H: 1.6535 -1.0249 -2.4507
H: 0.6985 -2.0992 -1.2910
H: 2.2017 -2.4982 -1.4784

Results
energy above the lowest of the compared OMol25 structures with the same formula, charge and spin = 1.118 eV
HOMO energy = -4.39 eV
charge = -1
DFT total energy = -437.76441 Ha

Mulliken population analysis, charges in e, atoms 1 to 6:
1 C -0.809
2 C 0.537
3 O -0.701
4 O -0.722
5 H 0.206
6 H 0.199


[2]
Here is 2 unconnected molecules or ions with the total composition C6H11NO2 from the OMol25 dataset. Energies are from the ωB97M-V functional and the def2-TZVPD basis.

Atoms and positions in Å:
C: -0.9812 0.2910 1.7002
C: -0.8662 -0.5330 0.4614
N: -1.0402 -1.8771 0.6255
C: -0.4457 -0.0817 -0.7614
C: -1.1058 1.2141 -1.0800
O: -0.9684 2.2441 -0.4684
O: -1.6609 1.2536 -2.3367
H: -2.0162 0.3012 2.0331
H: -0.3642 -0.1242 2.4918
H: -0.6931 1.3174 1.5044
H: -0.6399 -2.5104 -0.0473
H: -1.0180 -2.2404 1.5633
H: -0.4000 -0.7908 -1.5829
H: -1.7970 0.3660 -2.6785
C: 1.9521 0.7521 -0.3243
C: 2.6101 -0.4091 -0.1765
H: 2.0321 1.3209 -1.2395
H: 1.6844 1.3429 0.5372
H: 3.0691 -0.9321 -1.0071
H: 2.6490 -0.9047 0.7859

Results
energy above the lowest of the compared OMol25 structures with the same formula, charge and spin = 2.497 eV
HOMO energy = -8.09 eV
SMILES = C/C(N)=C\C(=O)O.C=C
DFT total energy = -440.39547 Ha

Mulliken population analysis, charges in e, atoms 1 to 6:
1 C -1.481
2 C 1.123
3 N -0.479
4 C -0.970
5 C 0.707
6 O -0.583


[3]
Here is 2 unconnected molecules or ions with the total composition C20H14F3N2O7S from the OMol25 dataset. Energies are from the ωB97M-V functional and the def2-TZVPD basis.

Atoms and positions in Å:
C: -5.6648 -0.7453 2.5215
C: -4.1544 -0.6396 2.4869
O: -3.9057 0.6980 1.9744
C: -2.5893 1.0582 1.9428
C: -2.4316 2.4405 1.5581
C: -1.3462 3.2518 2.0477
O: -1.4476 4.4529 2.3770
C: 0.0248 2.5865 2.0718
C: 0.3182 1.5729 1.1471
C: 1.5465 0.9412 1.1364
C: 2.4990 1.2885 2.1161
N: 3.6304 0.4375 2.2623
O: 4.4631 0.6711 3.1668
O: 3.7452 -0.5318 1.4705
C: 2.2690 2.3752 2.9962
C: 1.0527 3.0473 2.9306
O: -1.7414 0.1996 2.2248
H: -5.9978 -1.7729 2.6785
H: -6.0510 -0.1340 3.3492
H: -6.1200 -0.3692 1.5968
H: -3.7452 -0.7446 3.5068
H: -3.7074 -1.3982 1.8185
H: -3.3355 2.9463 1.2164
H: -0.4216 1.2899 0.4057
H: 1.7512 0.1301 0.4461
H: 3.0409 2.6457 3.7130
H: 0.8818 3.9206 3.5638
F: -2.7365 -2.9641 -0.3947
C: -1.7846 -2.5747 -1.2920
F: -1.2769 -3.6878 -1.8709
F: -2.3630 -1.8167 -2.2498
S: -0.5831 -1.6491 -0.3185
N: 0.6187 -1.4818 -1.5571
C: 0.7190 -0.2995 -2.3225
O: -0.0334 0.6566 -2.2485
C: 1.8850 -0.5559 -3.2059
C: 2.3212 -1.8520 -3.0377
C: 3.3085 -2.3793 -3.8615
C: 3.8713 -1.5390 -4.8357
C: 3.4717 -0.1929 -4.9507
C: 2.4604 0.3127 -4.1259
C: 1.5807 -2.4806 -1.9324
O: 1.7114 -3.5663 -1.4050
H: 3.5965 -3.4164 -3.7344
H: 4.6361 -1.9207 -5.5198
H: 3.9360 0.4557 -5.6939
H: 2.0977 1.3336 -4.1690

Results
energy above the lowest of the compared OMol25 structures with the same formula, charge and spin = 0.000 eV
HOMO energy = -3.93 eV
charge = -1
DFT total energy = -2104.52257 Ha

Mulliken population analysis, charges in e, atoms 1 to 6:
1 C -1.255
2 C 0.143
3 O -0.315
4 C 0.894
5 C -1.271
6 C 0.566


[4]
Here is C3H5NOS in the gas phase from the OMol25 dataset. Energies are from the ωB97M-V functional and the def2-TZVPD basis.

Atoms and positions in Å:
C: 1.3055 -0.9578 0.5622
S: 0.5007 -0.7119 -0.9822
C: -0.4824 0.7607 -0.3417
O: -0.5343 1.7521 -1.2341
C: -1.8326 0.2374 0.1166
N: -2.7310 -0.2467 0.6127
H: 0.5658 -1.3442 1.2338
H: 1.8543 -0.2509 1.1935
H: 1.9642 -1.8048 0.3847
H: 0.0619 1.2444 0.5754
H: -0.6722 1.3217 -2.1210

Results
energy above the lowest of the compared OMol25 structures with the same formula, charge and spin = 2.051 eV
HOMO energy = -9.49 eV
SMILES = CS[C@@H](O)C#N
DFT total energy = -645.43630 Ha

Mulliken population analysis, charges in e, atoms 1 to 6:
1 C -0.943
2 S -0.045
3 C 0.040
4 O -0.474
5 C 0.202
6 N -0.356


[5]
Here is a molecular structure, C7H14OPSTi from the OMol25 dataset. Energies are from the ωB97M-V functional and the def2-TZVPD basis.

Atoms and positions in Å:
C: 0.6698 1.2934 -2.2865
C: 0.4391 0.5617 -3.4286
C: 0.1038 -0.8027 -3.4693
C: 0.0328 -1.6417 -2.3479
C: 0.2412 -1.2635 -1.0316
Ti: -0.4285 0.5353 -0.7960
P: 0.5764 3.0410 0.0426
H: 1.1207 2.2754 -2.4076
H: 0.5344 1.0542 -4.4099
H: -0.0145 -1.2709 -4.4391
H: 0.4309 -2.0782 -0.3285
H: -0.1762 -2.7011 -2.5458
H: -0.4649 3.6069 0.8221
H: 0.8234 4.1703 -0.8133
H: 1.6093 3.2743 0.9995
C: -0.1036 -0.3303 3.7606
S: 0.2508 -0.7236 2.0214
C: -1.0398 -1.9763 1.7971
O: -0.3681 0.4948 1.1888
H: 0.3195 -1.2172 4.2610
H: -1.1726 -0.2441 4.0111
H: 0.4572 0.5648 4.0788
H: -1.6924 -1.8455 2.6681
H: -1.5706 -1.8034 0.8565
H: -0.5783 -2.9734 1.7964

Results
energy above the lowest of the compared OMol25 structures with the same formula, charge and spin = 0.000 eV
HOMO energy (alpha / beta) = 0.04 / -2.08 eV
⟨S²⟩ = 2.032
charge = -1
DFT total energy = -1939.10397 Ha
multiplicity = 3

Mulliken population analysis, charges in e, atoms 1 to 6:
1 C -0.269
2 C -0.423
3 C -0.362
4 C -0.194
5 C -0.757
6 Ti -0.870


[6]
Here is 2 unconnected molecules or ions with the total composition C10H19P from the OMol25 dataset. Energies are from the ωB97M-V functional and the def2-TZVPD basis.

Atoms and positions in Å:
C: 1.5542 2.3951 0.6662
C: 1.4312 1.0095 1.0604
P: 2.7494 0.3270 2.1636
C: 0.2149 0.5255 1.0533
C: -1.1540 0.7173 0.2566
C: -1.3522 -0.1036 -1.0228
C: -1.6346 -1.6324 -0.7804
C: -2.9440 -1.4952 0.0098
C: -2.0182 -2.4304 -1.9810
H: 0.9772 2.4580 -0.3003
H: 2.5912 2.6686 0.3931
H: 1.2675 3.0115 1.4888
H: 1.8291 -0.3810 2.9877
H: 2.6313 1.4181 2.9706
H: 0.0816 -0.3809 1.6055
H: -1.3721 1.8006 0.0489
H: -1.9712 0.4068 0.8705
H: -0.6391 0.0561 -1.7278
H: -2.2297 0.4703 -1.5081
H: -0.8684 -2.0218 -0.1316
H: -2.7012 -1.4882 1.0539
H: -3.4550 -2.5464 -0.1008
H: -3.5262 -0.6964 -0.4806
H: -1.4286 -2.1941 -2.8318
H: -2.9940 -2.3941 -2.2947
H: -1.7854 -3.4782 -1.8943
C: 4.6555 1.1969 -0.0752
C: 3.5860 0.8207 -0.5497
H: 5.5222 1.7673 0.2145
H: 2.9828 0.1934 -1.1645

Results
energy above the lowest of the compared OMol25 structures with the same formula, charge and spin = 4.208 eV
HOMO energy = -8.59 eV
SMILES = C/C(P)=C\CCC(C)C.C#C
DFT total energy = -733.54705 Ha

Mulliken population analysis, charges in e, atoms 1 to 6:
1 C -1.013
2 C 0.419
3 P -0.040
4 C -0.743
5 C -0.714
6 C -1.100


[7]
Here is a molecular structure, BeCl3 from the OMol25 dataset. Energies are from the ωB97M-V functional and the def2-TZVPD basis.

Atoms and positions in Å:
Be: -0.4489 0.0871 -0.8084
Cl: 2.1043 0.7733 0.2073
Cl: -1.5590 1.8031 0.9917
Cl: -0.0963 -2.6634 -0.3905

Results
energy above the lowest of the compared OMol25 structures with the same formula, charge and spin = 3.661 eV
HOMO energy = -5.80 eV
charge = -1
DFT total energy = -1395.38873 Ha

Partial atomic charges computed with the Mulliken method, in multiples of e:
1 Be 0.800
2 Cl -0.624
3 Cl -0.573
4 Cl -0.603


[8]
Here is C3H2N2S2 in the gas phase from the OMol25 dataset. Energies are from the ωB97M-V functional and the def2-TZVPD basis.

Atoms and positions in Å:
C: -0.7772 1.2582 0.1617
C: -3.3167 -0.7204 0.0478
C: -0.0233 0.2271 -0.0705
N: -3.4553 0.4551 -0.1189
N: -3.2952 1.7306 0.0562
S: -3.1943 -2.2696 -0.0184
S: -1.8996 2.4631 -0.0514
H: 0.4151 -0.5162 0.6422
H: 0.1246 -0.1992 -1.1236

Results
energy above the lowest of the compared OMol25 structures with the same formula, charge and spin = 4.448 eV
HOMO energy (alpha / beta) = -7.96 / -7.96 eV
DFT total energy = -1021.21627 Ha

Mulliken population analysis, charges in e, atoms 1 to 6:
1 C -0.004
2 C 0.384
3 C -0.265
4 N 0.237
5 N -0.588
6 S -0.381